(1)
Here is a 14-piece molecular cluster, C5H36NO15 overall at a distorted geometry from the Open Molecules 2025 dataset. Energies are from wB97M-V/def2-TZVPD.

```
! RIJCOSX wB97M-V def2-TZVPD def2/J DEFGRID3
* xyz -1 1
O -3.775 0.024 1.437
H 0.809 3.545 -0.933
H -0.800 -1.353 -3.081
H 0.403 1.064 -0.001
O -1.561 0.158 2.465
H 0.356 3.109 0.510
H 0.759 1.274 -1.693
H -0.878 3.048 2.341
H -3.358 1.304 -0.100
O -0.595 2.331 1.777
H 2.982 0.034 1.581
H -4.453 0.322 2.045
O 0.910 -2.235 0.586
H -2.618 -1.298 -2.059
H -0.769 -2.727 -3.845
H -1.158 -1.516 1.363
H -0.913 1.393 2.050
H 0.437 -0.258 -1.169
C 2.421 0.330 -0.544
H 2.253 -0.146 -3.110
H 2.262 -2.753 -2.048
O -2.172 -0.508 -2.447
O -1.129 -4.063 0.094
H 3.336 -1.309 0.435
O 0.526 1.485 4.253
H -1.907 1.128 0.181
N 0.606 -0.647 2.132
H 2.538 2.910 1.397
H -1.091 2.939 -1.936
H 2.220 -2.953 -0.515
H 1.385 -1.299 -3.585
O 1.046 3.590 0.003
O -2.497 1.380 -0.556
C -0.827 -0.984 2.254
H -2.832 -0.005 1.909
H -2.288 0.180 -1.760
H -3.749 -1.559 0.085
O -3.464 -2.106 -0.679
H -2.976 -2.856 -0.314
H -0.771 3.983 -3.128
H -0.659 -4.910 0.061
H -0.405 -3.411 0.041
O 2.666 -3.255 -1.337
O 3.486 2.753 1.528
H 0.286 1.883 3.405
H -0.228 1.077 4.673
H 3.036 1.223 -0.492
H -0.910 -1.721 3.071
O -0.432 3.366 -2.483
O 2.247 -0.875 -3.750
C 0.968 0.640 -0.829
H 3.746 2.488 0.641
O -0.206 -2.068 -3.416
H 0.901 -0.085 2.905
C 2.627 -0.561 0.741
H 2.857 -0.276 -1.333
C 1.351 -1.224 1.177
*
```

As for the HOMO-LUMO gap: 9.163 eV. Its energy relative to the best compared isomer or geometry (same formula, charge and spin) is 0.467 eV.

These are the Mulliken partial charges, in e, on atoms 1 to 4: O -0.717; H 0.326; H 0.471; H -0.742

***

(2)
Here is a 14-piece molecular cluster, C5H37N2O14 overall at a distorted geometry from the Open Molecules 2025 dataset. Energies are from wB97M-V/def2-TZVPD.

```
! RIJCOSX wB97M-V def2-TZVPD def2/J DEFGRID3
* xyz 1 1
H -2.045 1.101 3.192
H -0.359 1.585 -2.891
O -2.251 -0.713 1.162
H -5.241 1.503 0.778
H 1.778 3.324 2.720
H 4.702 2.703 0.144
H -2.091 0.487 -0.854
H 3.407 -2.880 -2.365
O -3.192 1.957 -3.099
O 1.811 2.632 2.098
O 2.719 -2.211 -2.655
H -0.749 -0.193 -2.363
O 3.884 2.231 0.314
H 3.151 -2.510 1.539
O -3.697 -0.634 -1.397
H 1.548 1.612 -1.483
H 1.592 -0.050 -1.651
O -2.582 2.582 1.289
N -1.296 1.069 2.455
H 0.680 -3.098 0.439
H -2.827 1.772 -3.951
C -1.616 1.806 1.358
O 2.589 -1.940 1.047
C 0.507 0.664 0.165
H 1.384 1.223 0.726
H 0.611 -4.055 -2.304
H 3.359 2.608 1.109
O 4.075 -0.286 -0.539
H -0.295 -2.588 3.425
H -4.146 1.397 -0.050
H -0.415 0.639 2.574
O -0.262 -3.430 0.374
H -2.186 -1.308 1.872
H 0.960 -2.727 -2.471
H -3.910 -1.420 -1.786
H -0.507 -1.696 1.962
H 3.769 0.647 -0.167
H 2.097 -0.996 2.222
H -2.572 -1.217 0.486
H -0.250 2.676 -0.179
O -5.110 1.232 -0.128
H -3.720 1.159 -2.914
O 0.133 -3.218 -2.279
H 5.004 -0.293 -0.574
H -4.497 -0.294 -0.895
C -0.689 1.610 0.108
H 3.307 -1.325 0.493
H 0.866 -0.750 3.115
O 1.746 -0.329 2.847
H 1.273 1.916 2.479
H -2.069 2.062 -1.465
H -0.437 -3.347 -0.636
C -0.399 0.846 -2.073
N -1.486 1.293 -1.078
H 3.221 -1.449 -2.409
O -0.566 -1.726 2.982
C 0.893 0.758 -1.356
H 0.397 -0.406 0.535
*
```

As for the HOMO-LUMO gap: 10.626 eV. Its energy relative to the best compared isomer or geometry (same formula, charge and spin) is 1.831 eV.

These are the Mulliken partial charges, in e, on atoms 1 to 4: H 0.276; H 0.381; O -0.429; H 0.364

***

(3)
Here is a 14-piece molecular cluster, C5H37N2O14 overall at a distorted geometry from the Open Molecules 2025 dataset. Energies are from wB97M-V/def2-TZVPD.

```
! RIJCOSX wB97M-V def2-TZVPD def2/J DEFGRID3
* xyz 2 2
H 1.184 -1.191 -2.414
O -3.470 -0.715 -0.944
H 2.973 1.715 -2.622
H 2.849 -1.387 -0.556
C -1.218 -1.198 1.396
N 1.111 2.870 0.159
O 1.870 -2.462 -1.473
C -0.040 1.883 0.094
H -2.290 -1.315 -2.081
O 3.310 -0.599 -0.194
N -1.996 -2.343 1.027
C -0.424 1.652 -1.369
O -3.041 1.811 -0.156
O 0.733 -0.464 -2.843
O 2.462 1.334 -1.869
H 2.671 -2.271 2.792
H -1.564 -2.900 0.239
H -2.762 1.925 2.990
H 2.024 2.346 -0.036
H -0.748 -4.472 -1.615
H -0.314 -0.988 -0.481
O -0.407 -3.233 3.003
H -0.910 2.349 0.567
H 1.147 3.318 1.045
H -1.045 3.460 2.292
O -0.054 2.417 -2.208
H 0.878 -0.603 -3.783
H 2.141 -1.896 1.441
H 1.407 0.424 0.723
H -0.113 4.540 2.984
H -3.130 0.873 -0.462
C -0.411 -0.575 0.507
H -1.134 0.859 -1.553
H -3.199 -1.312 -0.132
H 0.996 3.571 -0.605
O 2.059 -2.506 2.196
H -2.225 -2.961 1.834
H 3.180 0.119 -0.810
H -3.756 2.298 -0.460
H -2.727 2.258 1.490
H 3.359 0.695 0.935
H 1.013 -2.914 -1.221
H 0.364 0.824 1.976
H -1.385 -0.838 2.420
H -0.293 -4.018 3.582
H 4.148 1.842 1.548
H 1.801 0.818 -2.252
O -1.663 -1.681 -2.680
O -0.166 3.965 2.236
H 0.515 -2.935 2.744
O 3.293 1.640 1.302
H -0.885 -1.084 -2.768
H -1.021 -2.945 -1.880
C 0.373 0.635 0.874
H 2.417 -3.186 -1.754
H -4.340 -0.976 -1.197
O -0.550 -3.610 -1.249
O -2.464 2.588 2.349
*
```

As for the HOMO-LUMO gap (spin up / spin down): 10.403 / 6.191 eV. Its energy relative to the best compared isomer or geometry (same formula, charge and spin) is 0.000 eV. The expectation value of S² is 0.7643.

These are the Mulliken partial charges, in e, on atoms 1 to 4: H 0.418; O -0.766; H 0.284; H 0.330

***

(4)
Here is a 13-piece molecular cluster, C5H37N3O12 overall at a distorted geometry from the Open Molecules 2025 dataset. Energies are from wB97M-V/def2-TZVPD.

```
! RIJCOSX wB97M-V def2-TZVPD def2/J DEFGRID3
* xyz 0 1
H -0.278 1.948 2.775
H -0.921 -3.765 -2.339
H -0.812 -0.341 -2.981
H 0.822 0.315 3.680
H -1.646 -4.585 -1.386
H 3.395 -1.913 1.719
O 1.499 -0.909 -1.224
H -2.160 3.675 3.455
H 0.609 1.006 -0.044
C 0.082 1.199 1.964
H 2.004 0.186 2.382
H -4.086 1.957 0.214
H 2.941 -4.281 1.457
H -0.771 3.189 0.274
H -0.214 -3.875 1.251
H -1.185 -0.169 1.106
N 2.976 3.216 -0.918
O 2.747 -3.779 2.252
O -3.452 2.658 -0.023
H -1.571 -1.646 1.795
H 0.609 4.022 0.490
H 3.517 4.069 -0.803
O 3.965 -1.687 0.958
H 0.558 -0.934 2.461
H 0.009 0.949 -2.863
H 2.804 2.847 0.003
O -2.776 -1.494 -2.700
H 0.782 -0.606 -1.868
H -3.107 -1.691 -3.571
H 1.989 3.815 -2.709
O 0.079 0.018 -3.142
O 0.960 -3.492 -0.926
H -2.315 4.154 2.047
O -1.849 -4.003 -2.153
H 2.283 -0.432 -1.511
H -1.830 1.357 1.155
C 1.856 3.409 -1.707
H -1.578 2.856 -2.087
O -1.897 3.448 2.559
N 0.659 3.158 -1.335
C 0.943 0.091 2.611
H -2.502 -2.280 -2.197
C 0.786 1.743 0.748
O -0.089 -3.729 2.207
N -1.237 0.693 1.637
H 4.316 -2.581 1.043
O -2.402 -2.127 1.831
H -0.717 -3.024 2.432
H -1.998 1.321 -2.000
O -1.760 2.051 -2.581
H -2.813 -1.991 2.684
H 1.854 1.670 0.943
H 1.706 -3.703 -1.487
H 1.887 -3.327 2.151
H -4.093 3.153 -0.566
H 1.016 -2.514 -0.746
C 0.310 3.023 0.089
*
```

As for the HOMO-LUMO gap: 9.090 eV. Its energy relative to the best compared isomer or geometry (same formula, charge and spin) is 1.313 eV.

These are the Mulliken partial charges, in e, on atoms 1 to 4: H 0.228; H 0.365; H 0.340; H 0.315